DFT (ωB97M-V/def2-TZVPD) results for 2 unconnected molecules or ions with the total composition C13H22N2 in a non-equilibrium geometry.

The geometry in XYZ format:
```
37
Properties=species:S:1:pos:R:3:forces:R:3:nbo_charge:R:1
C 3.7088 -1.3764 -0.2947 1.9 -1.4 -0.4 -0.233
C 3.0944 -1.7891 -1.5028 -0.7 0.2 0.1 -0.228
C 3.3458 -0.1574 0.2650 0.6 1.0 2.1 -0.218
C 2.0256 -1.0162 -1.9395 -1.2 0.0 -2.4 -0.197
C 2.3086 0.6343 -0.2719 0.7 -0.4 0.5 -0.214
C 1.6164 0.2570 -1.3799 1.6 -2.9 -1.1 -0.005
C -1.5614 1.5365 -3.1971 -0.6 0.6 -0.2 -0.615
C -0.2556 0.6079 2.8532 -1.7 -2.0 -2.3 -0.599
C -2.6935 0.0683 2.9351 1.7 4.9 -3.7 -0.625
C -1.1391 -1.7393 2.2384 -2.0 0.7 2.2 -0.616
C -0.4458 0.5662 -2.8160 -0.5 -0.3 -2.2 -0.392
C 0.6387 1.2098 -1.9381 0.9 -1.6 -4.7 -0.427
C -1.3976 -0.1652 2.1718 0.3 -2.9 0.4 0.066
N -2.2716 0.3510 -0.0153 -2.8 0.5 0.7 -0.287
N -1.3669 -0.0490 0.6698 2.1 0.7 1.1 -0.098
H 4.5684 -2.0625 0.0932 -1.6 1.7 -0.4 0.218
H 3.3566 -2.6854 -2.1626 -0.1 1.2 1.6 0.224
H 3.8751 0.2822 1.2141 -0.9 -1.2 -1.9 0.216
H 1.5314 -1.4685 -2.8929 0.6 1.3 1.7 0.206
H 1.9736 1.5816 0.1251 0.5 0.2 0.6 0.203
H -1.3788 2.1254 -4.0949 0.8 0.8 0.4 0.200
H -2.4342 1.0577 -3.5988 -0.6 -1.1 0.2 0.209
H -1.9756 2.1355 -2.3556 0.7 -0.1 -0.5 0.207
H -0.0519 0.3264 3.8170 0.3 -1.3 2.3 0.212
H 0.5820 0.5125 2.2708 2.4 -0.3 -1.3 0.224
H -0.4747 1.5886 2.9166 -1.0 3.6 -0.1 0.202
H -2.5391 -0.1875 3.8913 0.6 -0.3 3.7 0.223
H -3.3658 -0.5816 2.5885 -3.2 -2.2 -1.5 0.206
H -2.9998 1.1723 2.7420 0.1 -1.8 0.9 0.200
H -0.5860 -2.0435 3.0847 1.2 0.1 1.1 0.209
H -2.0430 -2.3321 2.4434 -0.5 0.7 -0.1 0.200
H -0.7811 -2.2774 1.4403 1.4 -0.3 -2.4 0.231
H -0.9364 -0.2064 -2.3021 -0.5 -1.2 1.2 0.212
H -0.1597 -0.0079 -3.8263 0.3 1.5 2.1 0.194
H 1.1414 1.9219 -2.6639 -0.3 -0.3 1.3 0.216
H 0.2406 1.6326 -1.1057 -1.6 2.0 2.0 0.216
H -3.1495 0.5775 0.5978 1.0 -0.1 -0.9 0.255
```
Positions in Å, forces in eV/Å.

## Properties
Highest occupied orbital energy ... -8.7 eV
Relative energy (zero: lowest compared OMol25 entry of this formula, charge and spin) ... 1.8598 eV
Charge ... 0
E_tot ... -16813.94188 eV
Gap between HOMO and LUMO ... 9.50 eV

***

DFT (ωB97M-V/def2-TZVPD) results for a molecular structure, C33H47N9O2P2S2SeW in a non-equilibrium geometry.

The geometry in XYZ format:
```
97
Properties=species:S:1:pos:R:3:forces:R:3:mulliken_charge:R:1
W 0.7039 -0.4239 0.2573 1.7 4.2 -3.2 -0.591
O -1.6171 -2.9345 1.4021 -0.1 -0.5 0.0 -0.939
S -1.2646 -2.4424 0.0972 -0.2 0.3 0.0 1.906
O -1.4503 -0.9594 -0.0277 -0.5 -0.8 0.2 -0.375
N 0.3022 -2.3848 -0.1924 -0.1 -0.8 0.2 0.727
C 1.3183 -3.3275 -0.1157 -0.3 -0.3 -0.1 0.308
C 1.1888 -4.6956 -0.1952 -0.1 0.5 0.1 -0.484
C 2.3434 -5.4895 -0.1463 0.2 -0.1 0.0 -0.977
C 3.5848 -4.9243 -0.0149 0.0 -0.2 0.0 -0.948
C 3.7382 -3.5264 0.0974 -0.3 0.1 0.0 1.006
C 4.9775 -2.8925 0.3069 -0.1 0.4 0.1 -1.027
C 4.9798 -1.5345 0.4901 0.5 -0.4 0.0 -1.721
C 3.7954 -0.8129 0.4344 -1.1 0.2 -0.3 -0.575
N 2.5957 -1.3279 0.1382 1.6 -1.2 0.6 1.222
C 2.5819 -2.7170 0.0354 -0.1 0.0 -0.3 -0.135
C -2.0993 -3.4144 -1.1009 0.3 0.1 0.3 0.269
C -1.8247 -3.2431 -2.4508 0.0 0.1 -0.2 -0.435
C -2.3935 -4.1244 -3.3546 0.0 0.0 0.0 -0.835
C -3.2010 -5.1620 -2.9039 0.0 0.0 0.0 -0.551
C -3.4573 -5.3246 -1.5481 0.0 0.0 0.0 -0.738
C -2.9051 -4.4466 -0.6314 0.0 0.0 0.1 -0.325
H 0.2038 -5.1336 -0.2918 0.0 -0.1 0.0 0.610
H 2.2445 -6.5646 -0.2058 0.0 0.0 0.0 0.452
H 4.4688 -5.5479 0.0067 0.0 0.0 0.0 0.470
H 5.8900 -3.4708 0.3583 0.0 0.0 0.0 0.499
H 5.9018 -1.0051 0.6878 0.0 0.0 0.0 0.553
H 3.8021 0.2466 0.6196 0.2 0.0 0.0 0.762
H -1.1749 -2.4434 -2.7830 0.0 0.0 0.0 0.060
H -2.1971 -4.0023 -4.4106 0.0 0.0 0.0 0.485
H -3.6313 -5.8547 -3.6149 0.0 0.0 0.0 0.421
H -4.0798 -6.1367 -1.1993 0.0 0.0 0.0 0.446
H -3.0762 -4.5540 0.4303 0.0 -0.1 0.0 0.496
C 3.6380 1.0760 -1.8990 -0.1 -0.2 0.2 -1.551
P 2.1691 1.6053 -0.9307 -0.3 0.0 -0.5 1.305
C 1.4245 2.6744 -2.2157 -0.1 -0.1 0.0 -0.877
C 2.7821 2.9360 0.2150 0.0 -0.2 0.1 -0.698
C 3.0690 2.4500 1.6343 -0.2 -0.2 -0.3 -1.612
P 1.8451 1.1686 2.1853 0.4 0.6 0.2 1.663
C 2.8304 0.3332 3.4885 -0.2 -0.2 -0.2 -1.644
C 0.7408 2.1670 3.2554 -0.1 -0.2 -0.2 -1.474
H 3.8433 1.8361 -2.6503 0.0 0.0 0.0 0.556
H 3.3909 0.1416 -2.4044 0.0 0.0 0.0 0.298
H 4.5263 0.9301 -1.2910 0.0 0.0 0.0 0.466
H 2.0511 3.5642 -2.3032 0.0 0.0 0.0 0.627
H 0.4088 2.9593 -1.9658 0.1 -0.1 0.0 -0.381
H 1.4124 2.1363 -3.1606 0.1 0.0 0.0 0.567
H 1.9827 3.6773 0.2376 0.1 -0.1 0.0 -0.109
H 3.6579 3.4138 -0.2275 0.0 0.0 0.0 0.634
H 3.0334 3.2809 2.3402 0.1 0.0 0.1 0.745
H 4.0685 2.0157 1.7056 0.0 0.0 0.0 0.468
H 3.4145 1.0847 4.0185 0.0 0.0 0.0 0.601
H 3.4986 -0.4134 3.0605 0.0 0.0 0.1 0.215
H 2.1645 -0.1573 4.1987 0.0 0.0 0.0 0.444
H 1.3218 2.5434 4.0974 0.0 0.0 0.0 0.585
H -0.0710 1.5416 3.6257 0.0 0.1 0.0 0.262
H 0.3229 2.9995 2.6949 0.0 0.0 0.0 0.384
Se 0.4095 -0.3996 -2.2638 0.2 0.0 -1.6 0.495
C -1.0658 0.3704 -3.3261 0.4 0.0 1.0 0.242
C -1.2140 -0.1636 -4.5986 0.1 0.0 0.1 -0.738
C -2.1998 0.3364 -5.4368 0.0 0.0 -0.1 -0.690
C -3.0298 1.3626 -5.0090 0.0 0.0 -0.1 -0.699
C -2.8703 1.8912 -3.7377 0.0 0.0 0.0 -0.635
C -1.8887 1.3953 -2.8878 -0.2 0.1 -0.2 0.087
H -0.5467 -0.9517 -4.9282 0.0 0.0 -0.1 0.540
H -2.3143 -0.0734 -6.4318 0.0 0.0 0.0 0.420
H -3.7975 1.7478 -5.6664 0.0 0.0 0.0 0.409
H -3.5081 2.7019 -3.4069 0.0 0.0 0.0 0.453
H -1.7728 1.8040 -1.8962 0.0 0.0 -0.1 0.329
N -2.1173 -1.3146 3.8065 -0.5 0.9 0.4 -0.639
N -0.7750 -1.3903 3.5272 0.1 -0.4 -2.0 0.436
N -0.1042 -2.4673 3.8714 -0.4 0.2 0.5 -0.962
C 0.8943 -2.4627 3.0572 2.0 -0.6 -0.8 -0.512
N 0.8883 -1.4364 2.1784 -3.0 0.7 2.4 0.071
N -0.2371 -0.7383 2.4474 -0.1 -1.8 3.6 0.505
H -2.2410 -1.6029 4.7719 0.0 0.1 0.0 0.300
H -2.6069 -1.9693 3.2000 0.2 0.0 -0.1 0.250
H 1.6951 -3.1842 3.0892 0.0 -0.1 0.0 0.608
C -0.7054 4.8230 -0.3273 0.1 0.1 0.0 -0.920
N -1.8129 4.2574 0.4339 0.0 0.2 0.0 0.189
C -3.0169 5.0880 0.4657 -0.1 0.1 -0.1 -1.289
C -1.8225 2.9900 0.8435 0.6 -0.5 0.2 -0.622
S -0.5605 1.9469 0.2224 -0.5 0.6 -0.1 0.303
N -2.7719 2.6048 1.7016 -0.1 0.1 0.2 0.527
C -3.2514 3.4483 2.7901 0.0 0.1 0.1 -1.240
C -3.3864 1.2989 1.6513 -0.1 -0.3 -0.2 -0.899
H -0.7969 5.9063 -0.3194 0.0 0.0 0.1 0.543
H -0.7288 4.4750 -1.3621 0.0 0.1 0.1 0.341
H 0.2465 4.5456 0.1174 -0.1 0.0 0.0 0.154
H -3.1282 5.5736 -0.5029 0.0 0.0 0.0 0.470
H -2.9484 5.8620 1.2312 0.0 0.0 0.0 0.375
H -3.8977 4.4794 0.6437 0.0 0.0 -0.1 0.417
H -2.6347 4.3373 2.8914 0.0 0.0 0.0 0.362
H -3.1823 2.8736 3.7159 0.0 0.0 0.0 0.384
H -4.2950 3.7400 2.6557 0.0 0.0 0.0 0.381
H -2.9666 0.7052 0.8479 0.1 0.0 -0.1 0.078
H -4.4579 1.4242 1.4684 0.0 0.0 0.0 0.395
H -3.2550 0.7757 2.5875 0.1 -0.2 0.3 0.270
```
Positions in Å, forces in eV/Å.

## Properties
Highest occupied orbital energy (alpha / beta) ... -11.7 / -11.6 eV
Relative energy (zero: lowest compared OMol25 entry of this formula, charge and spin) ... 3.3886 eV
Charge ... +2
E_tot ... -159893.94100 eV
Gap between HOMO and LUMO (alpha / beta) ... 5.99 / 5.97 eV

***

DFT (ωB97M-V/def2-TZVPD) results for CH5NSi2 in the gas phase in a non-equilibrium geometry.

The geometry in XYZ format:
```
9
Properties=species:S:1:pos:R:3:forces:R:3:nbo_charge:R:1
C -2.0186 -0.2824 -0.2103 -10.7 6.1 -1.9 -0.164
N -3.1493 0.3268 -0.5039 10.7 -5.8 2.7 -0.273
Si 1.2118 0.7581 -0.1875 0.1 1.3 1.3 0.359
Si -0.3371 -0.9177 0.2924 0.3 -0.8 0.3 0.554
H 0.8751 2.1137 0.4843 -0.5 -0.7 -1.1 -0.094
H 2.3471 0.6895 0.7798 0.3 -0.8 -0.6 -0.112
H 1.4934 0.7223 -1.6494 0.1 0.2 0.4 -0.100
H -0.0746 -1.4355 1.7859 -0.8 0.5 -1.7 -0.073
H -0.3476 -1.9748 -0.7912 0.5 0.1 0.7 -0.098
```
Positions in Å, forces in eV/Å.

## Properties
Highest occupied orbital energy ... -10.7 eV
Relative energy (zero: lowest compared OMol25 entry of this formula, charge and spin) ... 1.4591 eV
Charge ... 0
E_tot ... -18360.24856 eV
Gap between HOMO and LUMO ... 10.80 eV

***

DFT (ωB97M-V/def2-TZVPD) results for 8 unconnected molecules or ions with the total composition C39H73N10 in a non-equilibrium geometry.

The geometry in XYZ format:
```
122
Properties=species:S:1:pos:R:3:forces:R:3:mulliken_charge:R:1
C 1.1336 -0.7620 2.3469 -0.4 -0.1 -0.3 -1.372
C 0.2808 -0.7493 1.0930 0.7 -1.1 -0.4 1.007
C 0.2801 -1.9958 0.2213 0.3 0.1 0.3 -1.169
C -0.4471 0.2688 0.6994 -1.0 1.2 0.7 -0.680
C -0.8399 1.4500 1.6024 0.9 -0.7 -1.2 0.373
C 0.2338 2.5265 1.4042 -0.1 0.1 1.0 -0.918
C 0.0131 3.8656 2.1555 -0.3 0.2 -0.9 0.903
C -1.4697 4.2654 2.3682 0.9 0.5 0.0 -0.837
C 0.7564 4.9387 1.3259 0.0 -0.3 0.4 -1.205
C 0.8789 6.2791 2.0338 0.3 0.1 -0.2 0.038
N 1.5922 7.2863 1.1727 -0.4 0.3 0.7 -0.101
C 2.1680 6.9320 -0.0020 0.7 0.1 0.5 0.125
N 3.3991 6.3898 0.0208 -1.4 -1.2 0.4 -0.453
N 1.5729 7.0733 -1.1816 -0.3 -1.5 -0.2 -0.384
H 1.8772 -1.5557 2.2643 -0.1 0.0 0.2 0.363
H 0.5234 -0.9208 3.2407 0.2 0.0 0.1 0.247
H 1.6782 0.1808 2.4215 -0.1 0.0 0.3 0.259
H 0.3500 -1.7537 -0.8400 0.0 0.0 0.1 0.303
H -0.6570 -2.5326 0.3914 0.1 -0.1 0.0 0.319
H 1.1089 -2.6545 0.4877 -0.1 0.0 -0.2 0.131
H -0.8429 0.2830 -0.3117 -0.3 -0.1 0.1 0.333
H -0.8971 1.1277 2.6449 0.0 0.1 0.0 0.306
H -1.8386 1.7516 1.2851 0.1 0.3 0.1 -0.433
H 1.1620 2.1017 1.8027 0.0 0.0 -0.2 0.039
H 0.4251 2.6778 0.3362 -0.3 0.1 0.0 0.323
H 0.5081 3.8168 3.1303 -0.1 -0.1 0.0 0.571
H -1.7028 4.1800 3.4269 -0.5 -0.2 -0.2 0.308
H -1.5777 5.3269 2.1361 -0.2 -0.1 0.1 -0.196
H -2.1721 3.7454 1.7209 0.1 -0.2 0.2 0.168
H 0.2487 5.0242 0.3565 -0.1 0.1 0.1 0.397
H 1.7484 4.5073 1.1336 0.0 0.2 0.0 0.382
H 1.3894 6.1425 2.9914 0.1 0.1 -0.1 0.258
H -0.0889 6.7324 2.2488 -0.1 -0.2 0.0 -0.120
H 1.5865 8.2478 1.4791 -0.3 0.0 -0.4 0.210
H 3.5810 6.1084 0.9810 0.7 0.2 -0.1 0.342
H 3.3965 5.5807 -0.6011 1.0 0.2 -0.1 0.325
H 2.0317 6.4778 -1.8706 0.0 0.7 -0.5 0.309
H 0.5993 6.7744 -1.1327 -0.2 1.0 0.0 0.353
C 2.2449 -5.4205 -1.0035 0.1 0.0 0.0 -0.996
C 2.7642 -5.3478 -2.4340 -0.4 -0.2 0.2 0.057
C 3.7937 -4.2360 -2.6483 0.0 -0.3 -0.2 -0.416
C 3.2282 -2.9017 -2.4523 0.1 0.0 0.1 0.227
N 2.7842 -1.8542 -2.2906 0.0 0.0 0.0 -0.514
H 1.7154 -4.5079 -0.7228 0.0 0.0 0.0 0.102
H 1.5474 -6.2523 -0.8991 0.0 0.0 0.0 0.397
H 3.0611 -5.5738 -0.2967 -0.1 0.0 0.0 0.261
H 1.9240 -5.2160 -3.1172 0.1 0.1 -0.1 0.169
H 3.2305 -6.3022 -2.6846 0.1 0.1 -0.1 0.080
H 4.1852 -4.3024 -3.6657 0.0 0.1 0.0 0.347
H 4.6413 -4.3757 -1.9737 0.0 0.1 0.1 0.332
C 5.9710 -2.0062 1.8356 -0.1 0.0 0.0 -1.075
C 5.8877 -2.5013 3.2756 0.1 0.2 -0.2 -0.398
C 5.8851 -4.0286 3.3848 0.1 0.2 0.3 -0.430
C 4.7014 -4.6232 2.7670 0.1 -0.1 -0.1 0.262
N 3.7767 -5.0884 2.2708 0.0 0.1 0.0 -0.438
H 5.1018 -2.3202 1.2545 0.0 0.0 0.0 0.260
H 6.0086 -0.9165 1.8115 0.0 0.0 0.0 0.314
H 6.8679 -2.3856 1.3422 0.0 0.0 0.0 0.346
H 4.9926 -2.0919 3.7491 0.0 -0.1 0.1 0.272
H 6.7453 -2.1169 3.8318 0.0 -0.1 0.1 0.312
H 5.9129 -4.3158 4.4375 -0.1 -0.1 0.0 0.291
H 6.7842 -4.4397 2.9219 -0.1 -0.1 -0.1 0.282
C 0.7237 -1.1859 -5.4339 0.0 0.0 0.0 -1.066
C 1.6072 -1.6442 -6.5890 -0.1 0.2 0.2 -0.391
C 1.1098 -2.9336 -7.2507 0.3 0.3 -0.2 -0.485
C 1.1528 -4.0725 -6.3361 -0.2 -0.1 0.0 0.279
N 1.1762 -4.9631 -5.6120 0.1 0.0 0.0 -0.430
H 0.7113 -1.9185 -4.6256 0.0 0.0 0.0 0.235
H 1.0955 -0.2481 -5.0216 0.0 0.0 0.0 0.304
H -0.3039 -1.0249 -5.7675 0.0 0.0 0.0 0.363
H 2.6303 -1.7786 -6.2313 0.0 -0.1 -0.1 0.274
H 1.6361 -0.8576 -7.3462 0.0 -0.1 -0.1 0.319
H 1.7317 -3.1581 -8.1194 0.0 -0.1 0.0 0.278
H 0.0910 -2.7983 -7.6184 0.0 -0.1 0.1 0.286
C 4.4432 -10.0060 -4.4264 0.1 0.0 0.0 -1.112
C 4.7777 -10.8990 -3.2368 0.0 0.1 -0.3 -0.402
C 4.0695 -10.4703 -1.9484 0.1 -0.3 -0.1 -0.403
C 4.5004 -9.1496 -1.4929 -0.2 0.1 0.1 0.240
N 4.8337 -8.1086 -1.1416 0.0 0.0 -0.1 -0.429
H 4.7754 -8.9797 -4.2603 0.0 0.0 0.0 0.304
H 4.9387 -10.3725 -5.3256 0.0 0.0 0.0 0.326
H 3.3681 -9.9912 -4.6159 0.0 0.0 0.0 0.312
H 5.8585 -10.9094 -3.0828 0.0 0.0 0.1 0.296
H 4.4803 -11.9234 -3.4696 0.0 0.0 0.1 0.308
H 4.2794 -11.1971 -1.1615 0.0 0.1 0.1 0.298
H 2.9880 -10.4700 -2.0974 0.0 0.1 0.0 0.274
C -5.6922 3.1371 -0.4931 0.0 0.0 -0.1 -1.257
C -5.6248 1.6710 -0.9074 -0.1 0.3 0.0 -0.389
C -4.2861 1.0131 -0.5679 -0.1 0.1 -0.4 -0.120
C -3.1770 1.6129 -1.3123 0.1 0.1 0.1 0.153
N -2.3065 2.0902 -1.8921 0.0 0.1 0.1 -0.615
H -4.9512 3.7370 -1.0261 0.0 0.0 0.0 0.368
H -6.6759 3.5504 -0.7186 0.0 0.0 0.0 0.381
H -5.5169 3.2488 0.5797 0.0 0.0 0.0 0.303
H -5.8220 1.5875 -1.9784 0.1 -0.1 0.0 0.339
H -6.4152 1.1228 -0.3947 0.1 -0.1 0.0 0.210
H -4.3354 -0.0465 -0.8058 0.2 0.0 0.0 0.431
H -4.0934 1.0848 0.5016 0.1 0.0 0.0 0.287
C -3.2560 10.2702 4.3119 0.1 0.0 0.0 -1.219
C -2.4568 9.7989 3.1027 -0.1 0.2 0.2 -0.329
C -3.0105 8.5116 2.4828 0.2 0.2 -0.1 -0.440
C -2.9183 7.3725 3.3959 -0.2 0.0 0.0 0.263
N -2.8545 6.4821 4.1184 0.1 0.2 0.0 -0.444
H -3.2215 9.5402 5.1221 0.0 0.0 0.0 0.358
H -2.8486 11.2064 4.6927 0.0 0.0 0.0 0.357
H -4.3012 10.4397 4.0480 0.0 0.0 0.0 0.305
H -1.4122 9.6560 3.3917 0.0 -0.1 -0.1 0.220
H -2.4719 10.5823 2.3422 0.0 -0.1 -0.1 0.348
H -2.4511 8.2777 1.5730 -0.1 -0.1 0.0 0.229
H -4.0501 8.6562 2.1838 0.0 -0.1 0.1 0.436
C -8.9778 0.1889 2.4897 0.0 0.0 -0.1 -0.991
C -8.9069 -1.2771 2.0767 -0.2 0.3 0.0 -0.430
C -7.5631 -1.9308 2.4139 -0.3 -0.2 -0.1 -0.505
C -6.4558 -1.3317 1.6720 0.1 0.0 0.1 0.253
N -5.5855 -0.8557 1.0929 -0.3 -0.2 0.3 -0.364
H -8.2398 0.7905 1.9549 0.0 0.0 0.0 0.216
H -9.9628 0.5977 2.2650 0.0 0.0 0.0 0.327
H -8.8013 0.3036 3.5609 0.0 0.0 0.0 0.307
H -9.1056 -1.3631 1.0066 0.1 -0.1 0.0 0.296
H -9.6965 -1.8274 2.5912 0.1 -0.1 0.0 0.311
H -7.6085 -2.9949 2.1750 0.1 0.0 0.0 0.280
H -7.3670 -1.8560 3.4852 0.1 0.1 0.0 0.281
```
Positions in Å, forces in eV/Å.

## Properties
Highest occupied orbital energy ... -9.9 eV
Charge ... +1
E_tot ... -56520.07133 eV
Gap between HOMO and LUMO ... 6.05 eV

***

- E_tot of number 2 (C33H47N9O2P2S2SeW)?
  -159893.94100 eV